This record from OMol25 describes a structure of composition C25H25N4O2STi. The level of theory is ωB97M-V/def2-TZVPD.

Atoms and positions in Å:
Ti: -0.93582 -0.28451 0.41716
C: -3.63058 -0.74613 -1.47450
C: -3.22814 0.69605 -1.50430
C: -3.77618 1.59106 -2.40470
C: -3.34728 2.91324 -2.40999
C: -2.40029 3.31802 -1.49176
C: -1.89957 2.38247 -0.59474
N: -2.29022 1.08712 -0.61693
C: -0.95242 2.71071 0.48172
C: -0.48482 3.97167 0.82604
C: 0.27590 4.10328 1.97596
C: 0.50819 3.00214 2.79238
C: 0.02282 1.76926 2.39181
N: -0.62787 1.64181 1.22428
C: 0.04278 0.52165 3.17566
C: 0.68653 0.41587 4.39625
C: 0.59833 -0.77664 5.09075
C: -0.14849 -1.81177 4.55656
C: -0.77078 -1.65178 3.32537
C: -1.61845 -2.73435 2.73484
N: -0.65218 -0.50517 2.62981
H: -4.61429 -0.88743 -1.91766
H: -2.92868 -1.36876 -2.03362
H: -3.67130 -1.11960 -0.44813
H: -4.53263 1.25032 -3.09755
H: -3.76179 3.61869 -3.11708
H: -2.06337 4.34364 -1.45842
H: -0.72968 4.83935 0.23090
H: 0.64902 5.07505 2.26814
H: 1.03371 3.12438 3.72767
H: 1.24659 1.24839 4.79483
H: 1.09382 -0.89351 6.04495
H: -0.26254 -2.74652 5.08655
H: -2.61798 -2.34992 2.51830
H: -1.19630 -3.10148 1.79912
H: -1.72048 -3.56644 3.42759
O: -0.94716 -3.41163 -2.11839
C: -0.60894 -2.43210 -1.49635
O: -0.71755 -2.20575 -0.21632
C: -0.01343 -1.25405 -2.25621
C: 0.26009 -1.35096 -3.61118
C: 0.78125 -0.23879 -4.25066
C: 0.98254 0.92956 -3.51824
C: 0.63273 0.94814 -2.18118
N: 0.14049 -0.12682 -1.55727
H: 0.06172 -2.28499 -4.11621
H: 1.02178 -0.27302 -5.30490
H: 1.38878 1.81918 -3.97856
H: 0.74302 1.84695 -1.58462
C: 2.35114 -2.21363 0.22352
S: 2.00250 -0.59772 0.92928
C: 3.19372 0.35275 -0.01994
H: 3.38092 -2.49430 0.43760
H: 2.19519 -2.20212 -0.85564
H: 1.67187 -2.93749 0.66512
H: 4.20223 0.01350 0.20930
H: 3.10715 1.40214 0.26067
H: 3.01206 0.25448 -1.09048

## Properties
Highest occupied orbital energy (spin up / spin down)   -8.92 / -11.60 eV
Charge   +1
Orbital gap (spin up / spin down)   5.6 / 8.1 eV
<S²>   2.014
Relative energy (zero: lowest compared OMol25 entry of this formula, charge and spin)   18.6 kcal per mole
2S+1   3

---

This record from OMol25 describes the molecule C25H25N5O3S2 in a non-equilibrium geometry. The level of theory is ωB97M-V/def2-TZVPD.

Atoms and positions in Å:
C: -1.28035 0.57464 2.20671
C: -1.97048 1.91379 2.44583
C: -2.75988 2.40977 1.22916
C: -1.93398 3.27131 0.26852
N: -0.86637 2.53430 -0.35923
C: -0.96909 1.61949 -1.34147
S: -2.47363 1.27710 -2.14444
C: -2.16893 -0.49198 -2.45178
C: -2.23282 -1.18554 -1.10043
O: -3.10234 -0.92030 -0.29969
N: -1.21750 -2.05130 -0.81366
C: -0.21640 -2.45903 -1.72084
C: -0.55120 -2.99166 -2.96088
C: 0.43982 -3.37976 -3.84372
C: 1.77380 -3.26480 -3.48545
C: 2.11567 -2.78336 -2.23619
C: 1.12428 -2.38394 -1.35071
S: 1.56419 -1.79041 0.25611
C: 0.17161 -2.43687 1.13930
C: 0.33063 -2.85047 2.45277
C: -0.75002 -3.36333 3.14577
C: -1.97889 -3.48842 2.51943
C: -2.13835 -3.08473 1.20533
C: -1.06853 -2.53280 0.51593
N: 0.18831 1.05770 -1.66732
C: 1.08845 1.64817 -0.85154
C: 0.46856 2.56909 -0.01787
C: 1.18354 3.34142 0.94968
O: 0.72302 4.17420 1.70962
N: 2.54557 3.02725 0.93567
C: 3.40577 3.72634 1.87599
C: 3.20000 2.14014 0.09439
O: 4.39993 1.98445 0.14806
N: 2.42980 1.44377 -0.81378
C: 3.09690 0.56045 -1.74391
H: -2.00194 -0.16008 1.85564
H: -0.83806 0.20490 3.12961
H: -0.48500 0.65517 1.46906
H: -1.23458 2.66642 2.73564
H: -2.66315 1.79017 3.28057
H: -3.59086 3.03179 1.56543
H: -3.17889 1.55551 0.69382
H: -2.58258 3.66915 -0.51796
H: -1.47168 4.09701 0.81361
H: -1.20703 -0.57908 -2.94994
H: -2.98219 -0.82492 -3.09548
H: -1.59283 -3.09275 -3.22621
H: 0.16843 -3.77753 -4.80909
H: 2.54839 -3.56576 -4.17324
H: 3.14896 -2.71218 -1.93520
H: 1.29895 -2.75718 2.91948
H: -0.62837 -3.67261 4.17234
H: -2.82072 -3.89988 3.05408
H: -3.09595 -3.16856 0.71824
H: 2.77680 4.38911 2.46559
H: 3.91038 3.00556 2.51848
H: 4.15920 4.29792 1.33465
H: 3.62799 -0.21615 -1.19338
H: 3.82234 1.12551 -2.33059
H: 2.34128 0.12379 -2.39054

## Properties
SMILES   CCCCn1c(SCC(=O)N2c3ccccc3Sc3ccccc32)nc2c1c(=O)n(C)c(=O)n2C
Highest occupied orbital energy   -8.02 eV
Orbital gap   8.5 eV
Relative energy (zero: lowest compared OMol25 entry of this formula, charge and spin)   0.0 kcal per mole
2S+1   1

---

This record from OMol25 describes a structure of composition C25H25NOTc. The level of theory is ωB97M-V/def2-TZVPD.

Atoms and positions in Å:
Tc: -0.94146 -0.19688 -0.13409
C: -1.31328 0.99517 -1.92216
C: -2.37559 1.31708 -1.03523
C: -1.80611 1.93933 0.12630
C: -0.40971 1.97171 -0.00748
C: -0.07428 1.34860 -1.27060
C: 1.28583 1.30954 -1.89458
C: 0.57826 2.62757 0.90887
C: -2.60558 2.44395 1.28716
C: -3.84106 1.15649 -1.29398
C: -1.44424 0.51232 -3.33180
H: 1.50849 2.23555 -2.43314
H: 1.36334 0.48062 -2.59840
H: 2.06153 1.16983 -1.13955
H: 0.79641 3.64747 0.57939
H: 1.52274 2.08228 0.93057
H: 0.21337 2.68268 1.93557
H: -3.14383 3.35798 1.02412
H: -1.96953 2.67377 2.14279
H: -3.35358 1.71240 1.60352
H: -4.27067 2.06787 -1.72130
H: -4.38384 0.93625 -0.37415
H: -4.03188 0.34205 -1.99210
H: -2.38122 -0.02431 -3.48185
H: -0.63536 -0.16753 -3.59501
H: -1.42582 1.35288 -4.03172
C: -0.34984 -3.45956 -3.09968
C: 1.01647 -3.72507 -2.93886
C: 1.71173 -3.09354 -1.93269
C: 1.04546 -2.19424 -1.08672
C: -0.31486 -1.85530 -1.25952
C: -0.98805 -2.54032 -2.29075
C: 1.64622 -1.62126 0.10540
C: 2.98384 -1.79689 0.55670
C: 3.38380 -1.29090 1.75309
C: 2.43354 -0.66748 2.61031
C: 2.71381 -0.19777 3.91239
C: 1.71019 0.31848 4.68734
C: 0.37983 0.34948 4.22079
C: 0.09788 -0.09593 2.95921
C: 1.12992 -0.55285 2.10966
N: 0.78856 -0.90768 0.84159
H: -0.90565 -3.97128 -3.87730
H: 1.51764 -4.42720 -3.59245
H: 2.76527 -3.31008 -1.79485
H: -2.03831 -2.33256 -2.46985
H: 3.68442 -2.32401 -0.07592
H: 4.40981 -1.39137 2.08507
H: 3.72595 -0.26364 4.29088
H: 1.92497 0.67640 5.68517
H: -0.41958 0.68950 4.86959
H: -1.81044 0.22070 3.01067
O: -1.16547 -0.21031 2.43959

## Properties
Highest occupied orbital energy (spin up / spin down)   -6.37 / -6.35 eV
Orbital gap (spin up / spin down)   6.4 / 6.3 eV
<S²>   0.768
Relative energy (zero: lowest compared OMol25 entry of this formula, charge and spin)   0.0 kcal per mole
2S+1   2

---

This record from OMol25 describes a structure of composition C25H25NOTc in a non-equilibrium geometry. The level of theory is ωB97M-V/def2-TZVPD.

Atoms and positions in Å:
Tc: -0.90471 -0.16612 0.83442
C: -2.40081 -1.18316 -0.90114
C: -2.51105 -2.04740 0.19952
C: -1.26891 -2.66274 0.42062
C: -0.34550 -2.21774 -0.55506
C: -1.05829 -1.24632 -1.37600
C: -0.58583 -0.47173 -2.57107
C: 1.05211 -2.80829 -0.61833
C: -0.97233 -3.63131 1.52841
C: -3.71583 -2.31042 1.03184
C: -3.47528 -0.29803 -1.45529
H: -0.92284 0.56099 -2.46708
H: -0.95540 -0.90727 -3.50245
H: 1.20291 -0.57331 -3.11858
H: 1.59198 -2.63058 0.31287
H: 1.67428 -2.44921 -1.42727
H: 0.97446 -3.89130 -0.75034
H: -0.75905 -3.11533 2.46501
H: -0.11220 -4.25546 1.28838
H: -1.82431 -4.29035 1.70178
H: -3.50607 -2.09021 2.08243
H: -4.01800 -3.35719 0.95628
H: -4.56140 -1.69497 0.73275
H: -4.40138 -0.40793 -0.89558
H: -3.68448 -0.53853 -2.50031
H: -3.18632 0.75202 -1.40839
C: -0.51699 2.46821 4.46139
C: 0.50638 3.35989 4.16750
C: 1.14769 3.25980 2.95069
C: 0.77847 2.26518 2.03747
C: -0.24867 1.36931 2.30567
C: -0.88244 1.50039 3.54111
C: 1.42156 2.14382 0.71789
C: 2.38106 3.09965 0.30357
C: 2.95370 3.03470 -0.91753
C: 2.63087 1.95464 -1.77359
C: 3.35740 1.74623 -2.96712
C: 3.23110 0.58140 -3.64790
C: 2.33982 -0.45330 -3.40286
C: 1.33632 -0.16204 -1.98238
C: 1.69858 1.04420 -1.29788
N: 1.04344 1.14825 -0.06363
H: -1.03321 2.53370 5.41170
H: 0.79291 4.12320 4.87926
H: 1.93794 3.96219 2.72551
H: -1.69025 0.82903 3.80021
H: 2.64011 3.89901 0.97806
H: 3.69586 3.75839 -1.23002
H: 4.11215 2.46591 -3.24957
H: 3.92014 0.39556 -4.46465
H: 2.32399 -1.41156 -3.90620
H: 0.91487 -0.87861 -1.35020
O: -2.11855 -0.10527 1.96613

## Properties
Highest occupied orbital energy (spin up / spin down)   -6.84 / -6.86 eV
Orbital gap (spin up / spin down)   6.8 / 6.4 eV
<S²>   0.760
Relative energy (zero: lowest compared OMol25 entry of this formula, charge and spin)   198.0 kcal per mole
2S+1   2

---

This record from OMol25 describes a structure of composition C25H26AgN6O2S2. The level of theory is ωB97M-V/def2-TZVPD.

Atoms and positions in Å:
Ag: -0.20400 -0.70929 -1.31906
C: 2.57889 3.97319 3.21082
C: 1.92616 2.72359 2.66961
C: 0.67069 2.29628 3.10731
C: 0.05057 1.18638 2.56933
C: 0.62974 0.38744 1.55537
N: -0.01899 -0.69555 1.00170
C: -0.77264 -1.46715 1.85361
C: -0.32588 -1.78075 3.16117
C: -1.03945 -2.56658 4.04307
C: -2.26417 -3.13342 3.69251
C: -3.02449 -4.03315 4.63555
C: -2.72135 -2.85584 2.41624
C: -2.01880 -2.04812 1.52430
N: -2.67710 -1.79181 0.26989
C: -3.90538 -1.25064 0.10568
C: -4.21903 -1.34903 -1.22823
C: -3.09820 -1.98120 -1.80236
N: -2.17367 -2.26111 -0.89515
C: 1.89872 0.83646 1.13641
C: 2.51270 1.96504 1.67273
N: 2.65090 0.11314 0.14938
C: 3.85905 -0.46964 0.31274
C: 4.24323 -0.95453 -0.91588
C: 3.17956 -0.60514 -1.77864
N: 2.23194 0.05201 -1.12813
H: 2.27442 4.16103 4.24267
H: 2.31219 4.86086 2.62945
H: 3.66814 3.89249 3.19557
H: 0.15284 2.86694 3.87376
H: -0.93669 0.90779 2.91861
H: 0.62814 -1.36976 3.46852
H: -0.62401 -2.76319 5.02831
H: -2.84197 -3.75774 5.67633
H: -2.73600 -5.08215 4.52357
H: -4.10086 -3.97372 4.46253
H: -3.66571 -3.27409 2.07751
H: -4.42957 -0.81106 0.94013
H: -5.09863 -0.96918 -1.72277
H: -2.89550 -2.19771 -2.84100
H: 3.48356 2.24952 1.27383
H: 4.32103 -0.51771 1.28686
H: 5.13729 -1.51044 -1.14949
H: 3.02286 -0.85157 -2.82201
S: -1.67477 1.72176 -0.91489
C: -0.48662 2.40120 -1.83557
N: -0.28219 2.20157 -3.14630
C: 1.07174 2.47320 -3.61775
C: 1.60289 3.61827 -2.75597
S: 0.75132 3.43848 -1.16410
H: -0.76008 1.38916 -3.54239
H: 1.05224 2.76264 -4.66759
H: 1.68719 1.57710 -3.51296
H: 1.37395 4.58926 -3.19226
H: 2.67800 3.53788 -2.60309
C: -0.74629 -0.51770 -5.74879
O: -0.91109 -0.41435 -4.33868
C: 0.13178 -1.03975 -3.52573
O: 1.02267 -1.55198 -4.15197
H: -1.47494 0.15576 -6.19958
H: -0.93776 -1.53561 -6.09721
H: 0.26141 -0.24778 -6.06754

## Properties
Highest occupied orbital energy   -3.62 eV
Charge   -1
Orbital gap   6.2 eV
2S+1   1

---

This record from OMol25 describes a structure of composition C25H26BaBr2N3O4Se2 in a non-equilibrium geometry. The level of theory is ωB97M-V/def2-TZVPD.

Atoms and positions in Å:
Ba: 0.54608 -2.29231 0.08541
O: 1.01047 -1.73201 6.21529
C: -0.17923 -1.93366 5.44775
C: 0.12241 -2.07558 3.94093
C: 1.05674 -3.27746 3.82968
O: 1.41796 -3.58928 2.48317
C: -1.30900 -2.31743 3.34928
Se: -1.78538 -3.49958 1.81272
C: 0.76687 -0.71195 3.53961
Se: 2.01951 -0.39703 2.02621
H: 0.74885 -1.52984 7.11600
H: -0.86405 -1.08674 5.57623
H: -0.68679 -2.84086 5.79681
H: 0.54753 -4.14356 4.27181
H: 1.96250 -3.06560 4.40465
H: 1.97431 -4.37066 2.49520
H: -1.73854 -1.33275 3.15428
H: -1.90523 -2.76897 4.14356
H: 1.35235 -0.38516 4.39558
H: -0.06329 -0.01035 3.42375
Br: 3.91521 -5.55438 -2.11205
C: 3.89516 -3.78758 -2.76979
C: 4.91498 -3.38931 -3.65117
C: 4.95435 -2.12403 -4.15413
Br: 6.35051 -1.64873 -5.34741
C: 3.96750 -1.16667 -3.78360
C: 3.95472 0.17233 -4.23491
C: 2.98326 1.01961 -3.79281
C: 2.01153 0.52835 -2.89766
N: 1.97488 -0.70511 -2.46828
C: 2.94411 -1.56648 -2.90050
C: 2.87452 -2.92881 -2.37730
O: 1.90781 -3.25005 -1.61679
H: 5.67460 -4.10866 -3.92595
H: 4.72205 0.51180 -4.91722
H: 2.95092 2.05413 -4.10784
H: 1.24419 1.19718 -2.52047
C: -1.94780 4.23123 -1.95658
N: -2.38231 2.83663 -1.97911
N: -2.09079 2.13994 -0.80005
C: -1.58837 0.87204 -1.09906
O: -1.35123 0.02888 -0.25584
C: -1.48662 0.84820 -2.55050
C: -1.92742 2.03060 -3.01550
C: -1.97592 2.52872 -4.41717
C: -2.77109 2.46246 0.39984
C: -3.95785 3.18500 0.36501
C: -4.60407 3.49195 1.55423
C: -4.08065 3.06630 2.76450
C: -2.90066 2.33453 2.78399
C: -2.22943 2.03501 1.61007
H: -2.34657 4.70800 -1.06491
H: -2.35182 4.73692 -2.83071
H: -0.85608 4.31166 -1.94790
H: -1.13236 0.00886 -3.12425
H: -1.64243 1.74439 -5.09240
H: -1.32622 3.39503 -4.55510
H: -2.98991 2.82208 -4.69250
H: -4.38125 3.47229 -0.58796
H: -5.52783 4.05590 1.52682
H: -4.59077 3.29872 3.69027
H: -2.48778 1.98991 3.72311
H: -1.30715 1.47195 1.62165

## Properties
Highest occupied orbital energy   -3.67 eV
Charge   -1
Orbital gap   5.7 eV
Relative energy (zero: lowest compared OMol25 entry of this formula, charge and spin)   27.6 kcal per mole
2S+1   1